(1)
Below is a molecular structure, C9H21Cl2O2P2Ru, with properties calculated with ωB97M-V with the def2-TZVPD basis set.

Last column: Mulliken charge in e.
Cartesian coordinates (Å):
C (1.16145, -0.10937, -4.94010)  -1.088
C (0.97431, 0.05963, -3.45828)  0.844
H (2.23666, -0.03566, -5.12748)  0.342
H (0.65419, 0.69222, -5.49562)  0.328
H (0.80349, -1.08826, -5.28653)  0.330
O (1.84545, 0.26236, -2.63768)  -0.470
Cl (-0.73495, -0.07974, -2.93107)  -0.211
Ru (-0.95261, -0.00535, 1.19333)  -0.038
P (-0.32806, 2.08068, 0.82475)  1.146
C (0.99713, 2.87813, 1.76833)  -1.240
C (0.00772, 2.46833, -0.89801)  -1.047
H (0.07764, 3.55339, -1.04057)  0.476
H (-1.84162, 3.93152, 0.85416)  0.408
H (-0.81440, 2.04205, -1.48590)  0.290
H (-2.71543, 2.34683, 0.85831)  0.406
H (1.95098, 2.54861, 1.33758)  0.401
H (0.93242, 1.94984, -1.19161)  0.244
C (-1.87581, 2.92257, 1.27438)  -1.164
H (0.91058, 3.96989, 1.70162)  0.413
H (-1.96017, 2.96798, 2.37073)  0.362
H (0.94995, 2.56109, 2.81851)  0.430
P (-0.11769, -2.04861, 1.07418)  1.049
C (1.27862, -2.62968, 2.07103)  -1.220
C (-1.55061, -3.05587, 1.57541)  -1.163
H (-0.38580, -1.94153, -1.28090)  0.094
H (0.16217, -3.57913, -0.74137)  0.464
H (1.32371, -2.18954, -0.83007)  0.399
C (0.29122, -2.49657, -0.61762)  -0.922
H (-2.44543, -2.67100, 1.06683)  0.394
H (-1.34498, -4.09078, 1.28736)  0.430
H (1.25585, -3.72587, 2.12542)  0.397
H (1.21519, -2.19713, 3.07974)  0.414
H (-1.68426, -2.98883, 2.66573)  0.349
H (2.20530, -2.29920, 1.58051)  0.409
Cl (-2.71549, -0.23515, -0.30193)  -0.193
O (0.35173, 0.13399, 3.90908)  -0.233
C (-0.11843, 0.09821, 2.82775)  0.169

Force components x, y, z for each atom (eV/Å):
C 0.4 0.1 0.1
C 2.1 0.2 0.7
H -0.2 0.0 0.0
H -0.1 -0.3 0.2
H -0.1 0.3 0.2
O -2.0 -0.4 -1.3
Cl -0.1 0.0 -0.2
Ru -4.6 -0.4 -4.9
P 1.0 4.5 -1.1
C 0.2 -0.5 0.3
C -0.1 -0.4 -0.4
H 0.0 -0.2 0.1
H -0.1 0.0 0.0
H 0.2 0.3 0.0
H 0.1 0.5 0.1
H -0.1 0.2 0.2
H -0.2 0.3 0.0
C -0.1 -0.4 0.3
H -0.1 -0.3 -0.1
H -0.1 0.1 -0.3
H 0.1 0.3 -0.2
P 1.5 -4.5 -0.4
C 0.1 0.5 0.2
C -0.2 0.4 0.2
H 0.2 -0.4 0.0
H 0.1 0.2 0.0
H -0.2 -0.1 0.0
C -0.1 0.3 -0.5
H 0.2 -0.4 0.2
H -0.1 0.0 0.0
H 0.0 0.3 0.0
H 0.2 -0.4 -0.2
H 0.0 -0.1 -0.3
H -0.2 -0.1 0.3
Cl 0.7 0.1 1.1
O -0.9 -0.1 -4.7
C 2.3 0.4 10.5

Output
Orbital gap (alpha / beta) (eV): 7.6 / 4.7
Spin multiplicity: 6
LUMO level (alpha / beta) (Eh): -0.26220 / -0.43893
Energy (eV): -59953.2153
HOMO level (alpha / beta) (hartree): -0.5428 / -0.6108
Total charge: +2
Energy above the lowest of the compared OMol25 structures with the same formula, charge and spin (kcal/mol): 2.9
<S²>: 8.771

=====

(2)
Below is a molecular structure, C9H21Cl2O5P2Tl, with properties calculated with ωB97M-V with the def2-TZVPD basis set.

Last column: Mulliken charge in e.
Cartesian coordinates (Å):
C (-0.50384, -4.49973, -4.62274)  -1.044
C (-0.66201, -3.60050, -3.44537)  0.863
H (-1.50249, -4.80299, -4.92122)  0.311
H (0.11243, -5.37081, -4.38320)  0.340
H (0.00635, -3.99151, -5.44505)  0.342
O (-1.70465, -3.30275, -2.88792)  -0.438
Cl (0.92165, -2.93093, -2.88227)  -0.189
Tl (-0.67249, -1.87872, -0.63126)  0.689
P (-0.39623, 1.76979, -1.24682)  0.829
C (-1.83194, 2.89853, -1.42912)  -1.408
C (0.88295, 3.08662, -1.25896)  -1.226
H (0.45404, 0.54216, -3.17858)  0.381
H (-0.26307, 2.13506, -3.63592)  0.425
H (-1.33343, 0.73991, -3.25083)  0.404
C (-0.37975, 1.23685, -3.00679)  -1.113
H (1.87294, 2.61358, -1.27702)  0.354
H (0.72456, 3.70020, -2.15849)  0.499
H (-1.64844, 3.55462, -2.29421)  0.450
H (-1.95742, 3.51039, -0.52388)  0.433
H (0.76742, 3.70692, -0.35673)  0.382
H (-2.73771, 2.30152, -1.60428)  0.412
C (-1.23227, 1.20414, 1.14250)  0.227
O (-2.36931, 1.45177, 1.25937)  -0.263
Cl (1.57221, -0.17954, -0.89043)  -0.409
C (-0.36522, 1.12509, 5.15826)  -0.642
O (0.50706, 0.49350, 4.19365)  -0.250
P (0.14173, 0.02132, 2.69543)  0.684
O (1.57965, -0.27612, 2.09147)  -0.157
C (2.56236, 0.78592, 1.96719)  -0.714
O (-0.53935, -1.43149, 2.75088)  -0.181
C (0.22035, -2.65631, 2.97554)  -0.686
H (-1.41644, 0.81923, 5.01703)  0.334
H (-0.29002, 2.22058, 5.06951)  0.308
H (-0.04260, 0.81457, 6.15809)  0.264
H (2.11549, 1.67913, 1.50664)  0.275
H (2.98157, 1.02850, 2.94833)  0.322
H (3.31511, 0.37707, 1.28848)  0.282
H (0.82085, -2.92302, 2.09340)  0.327
H (0.84539, -2.55781, 3.86948)  0.323
H (-0.55545, -3.41476, 3.14585)  0.258

Force components x, y, z for each atom (eV/Å):
C -0.1 0.0 0.0
C -2.0 0.0 0.3
H 0.0 -0.1 -0.1
H -0.1 0.1 0.2
H -0.1 0.1 0.1
O 2.7 -0.3 -0.8
Cl -0.2 -0.1 0.0
Tl -0.2 -0.2 0.1
P 0.8 2.0 -1.8
C -0.8 -0.4 1.0
C 0.5 -0.6 0.9
H -0.3 0.3 -0.1
H -0.1 -0.2 0.4
H 0.3 0.2 0.0
C 0.1 -1.2 0.1
H -0.2 0.4 0.0
H -0.1 -0.3 0.3
H 0.1 -0.4 0.3
H -0.1 -0.1 -0.4
H 0.2 -0.1 -0.3
H 0.1 0.4 0.1
C -3.0 0.5 -0.3
O 3.6 -0.8 0.0
Cl -0.7 0.5 -0.1
C -1.0 0.5 0.5
O -0.4 -0.1 -1.8
P 1.4 -2.0 1.6
O -1.6 0.6 0.5
C 0.5 0.3 -0.2
O 0.3 2.0 -0.6
C -0.1 -0.7 0.3
H 0.5 0.0 0.0
H 0.1 -0.5 0.0
H 0.1 0.0 -0.4
H 0.1 -0.3 0.1
H -0.1 -0.2 -0.2
H -0.1 0.2 0.3
H -0.2 0.3 0.3
H -0.1 0.0 -0.3
H 0.4 0.2 0.0

Output
Orbital gap (alpha / beta) (eV): 6.3 / 6.5
LUMO level (alpha / beta) (Eh): -0.34807 / -0.34599
Energy (eV): -68210.7209
HOMO level (alpha / beta) (hartree): -0.5784 / -0.5835
Total charge: +2
Energy above the lowest of the compared OMol25 structures with the same formula, charge and spin (kcal/mol): 63.6

=====

(3)
Below is a molecular structure, C9H21ClFO2P2Sn, with properties calculated with ωB97M-V with the def2-TZVPD basis set.

Last column: Mulliken charge in e.
Cartesian coordinates (Å):
C (0.64046, 0.06245, -4.09564)  -1.042
C (1.06111, 0.20143, -2.69694)  0.645
H (1.50732, 0.16344, -4.76855)  0.398
H (-0.12108, 0.82478, -4.34561)  0.334
H (0.14454, -0.91339, -4.25716)  0.357
O (2.13415, 0.40709, -2.19051)  -0.149
Cl (-3.46530, -0.32409, -1.00823)  -0.192
Sn (-1.06301, -0.06940, -1.38735)  0.984
P (-0.39243, 2.52871, -1.11632)  0.967
C (1.00281, 3.11222, -0.09279)  -1.226
C (-0.26413, 3.53300, -2.61176)  -1.206
H (-0.35748, 4.59154, -2.33884)  0.491
H (-1.96231, 4.23714, -0.44577)  0.454
H (-1.06489, 3.25677, -3.30625)  0.400
H (-2.72770, 2.60496, -0.51278)  0.368
H (1.94430, 2.70451, -0.48308)  0.365
H (0.70861, 3.35758, -3.08426)  0.385
C (-1.83675, 3.17062, -0.21072)  -1.089
H (1.03088, 4.21204, -0.14452)  0.466
H (-1.67879, 3.02740, 0.86661)  0.373
H (0.85869, 2.79369, 0.94917)  0.430
P (-0.07389, -2.55273, -0.66077)  1.146
C (1.31706, -3.04521, 0.42123)  -1.375
C (-1.49405, -3.18844, 0.29197)  -1.143
H (-0.64223, -3.45268, -2.83670)  0.380
H (-0.13360, -4.73801, -1.69442)  0.486
H (1.09353, -3.67626, -2.46419)  0.395
C (0.07665, -3.71992, -2.05158)  -1.246
H (-2.42394, -2.75332, -0.09137)  0.352
H (-1.52705, -4.28208, 0.20611)  0.457
H (1.35734, -4.14280, 0.48027)  0.446
H (1.16584, -2.62843, 1.42694)  0.452
H (-1.38431, -2.89697, 1.34344)  0.366
H (2.26337, -2.66384, 0.01351)  0.433
C (1.53460, -0.23068, 0.12300)  0.065
O (2.25634, 0.26944, 0.84852)  -0.123
F (-0.90276, 0.24894, 0.64114)  -0.603

Force components x, y, z for each atom (eV/Å):
C -1.5 -0.3 -0.9
C 7.8 1.4 0.5
H 0.0 0.0 0.4
H 0.3 -0.1 0.1
H 0.2 0.2 0.1
O -6.3 -1.1 -1.8
Cl 2.1 0.3 -1.0
Sn -2.1 -0.4 4.4
P -0.2 3.0 0.9
C 0.5 -1.4 0.1
C 0.0 -1.1 -0.7
H 0.0 -0.2 0.1
H 0.2 -0.2 -0.2
H 0.1 0.3 0.0
H -0.1 0.4 0.2
H 0.0 0.3 0.2
H -0.1 0.2 0.0
C -0.5 -1.1 0.1
H -0.3 -0.2 -0.3
H 0.0 -0.1 -0.3
H 0.1 0.1 -0.3
P -0.3 -3.1 0.5
C 0.6 1.4 0.1
C -0.6 1.3 0.1
H 0.1 -0.3 0.1
H 0.0 0.3 0.1
H -0.2 -0.1 0.0
C 0.1 1.0 -0.9
H 0.0 -0.3 0.2
H 0.2 0.2 -0.2
H -0.4 0.2 -0.3
H 0.1 -0.1 -0.3
H 0.0 0.0 -0.2
H -0.1 -0.3 0.2
C 2.1 1.5 2.3
O -1.6 -1.2 -1.5
F 0.0 -0.1 -1.8

Output
Orbital gap (alpha / beta) (eV): 5.8 / 5.8
LUMO level (alpha / beta) (Eh): -0.55794 / -0.55787
Energy (eV): -53385.0179
HOMO level (alpha / beta) (hartree): -0.7723 / -0.7724
Total charge: +3
Energy above the lowest of the compared OMol25 structures with the same formula, charge and spin (kcal/mol): 49.4